1.
Formula: C37H55Cl2F6N2O3PbSSb
Source: the Open Molecules 2025 dataset
Level of theory: ωB97M-V with the def2-TZVPD basis set

```
108
Properties=species:S:1:pos:R:3:forces:R:3:mulliken_charge:R:1
Pb 0.7188 0.0111 -0.2884 -0.1905 -0.4957 -0.4747 1.8000
Sb 1.9088 -2.8350 1.6479 -0.1719 -0.0532 0.1272 2.3017
Cl -0.2497 0.5625 -3.2032 0.0270 -0.0115 0.0290 0.0202
Cl 1.1500 -1.9605 -2.6889 0.0310 0.0654 0.0370 0.0092
S 1.6388 1.7243 3.5165 0.1592 -0.1076 0.2359 0.7782
F 1.4086 -4.2128 0.5018 0.0363 0.0573 0.0126 -0.4991
F 2.2733 -1.1880 2.6047 0.0824 -0.0609 0.0035 -0.5918
F 1.1592 -3.6036 3.1645 0.0458 0.0759 0.0297 -0.5131
F 2.4483 -1.7894 0.0922 -0.0286 0.0226 0.0921 -0.6836
F 0.2036 -1.9554 1.2873 0.0224 -0.0144 0.0866 -0.6033
F 3.6473 -3.4064 1.9254 0.0038 0.0683 -0.0116 -0.4921
O -0.2617 2.4326 -0.5173 -0.0309 0.1566 0.2497 -0.2773
O -1.6440 -1.6282 -0.8729 1.0534 0.1238 -1.1301 -0.2445
O 0.8724 1.0589 2.4605 -0.1746 0.2503 -0.1640 -0.5254
N -2.1016 0.6952 0.2680 -0.7973 -0.8641 0.0332 0.8419
N 2.9000 1.0819 -0.8641 0.0934 0.1347 0.0035 0.2946
C -3.7990 2.4586 0.2407 0.6367 -0.9473 0.0565 -0.3264
C -2.8040 4.6987 0.3003 -0.3515 0.0162 -0.0418 -0.3536
C 0.3619 -0.9615 -3.9153 -0.0125 0.0272 -0.0322 -0.4084
C -2.8954 -0.3492 0.6385 2.2511 -0.7762 -2.5318 -1.7219
C -0.7858 6.7100 0.4897 -0.0078 0.0277 -0.0092 -2.1900
C -6.4651 3.4349 0.4183 -0.0253 -0.0373 -0.0151 -2.0250
C 0.7492 4.8504 1.0811 0.0137 0.0090 0.0363 -1.5161
C -6.5069 -0.2850 2.7314 -0.0450 -0.2650 0.0743 -1.6266
C -6.4749 -2.7681 3.0169 0.0475 0.0880 0.0136 -2.1589
C -3.3004 -3.8482 -2.1259 0.0100 -0.0280 -0.1007 -1.6586
C -5.5014 5.3548 -0.8537 0.0813 0.0413 -0.0822 -1.5781
C -3.1545 -4.1211 -0.6173 -0.1812 0.0456 0.0612 2.2021
C -0.3454 5.2984 0.0963 0.0025 0.0941 0.1487 2.0063
C -4.8622 -1.3567 4.3189 -0.4375 -0.0822 0.0074 -1.5932
C -4.1435 -5.2199 -0.2210 -0.0155 -0.0273 -0.0234 -2.1626
C -5.6033 -1.5125 2.9653 0.2069 0.2301 0.5213 1.9341
C -2.5847 -1.6319 -0.1182 -0.6887 -0.0002 1.4720 1.1275
C 3.3933 1.5820 3.2831 -0.0886 0.0095 -0.0859 -0.7688
C 5.2766 1.2245 -0.6611 0.0195 0.0149 -0.0062 -0.9460
C -4.2797 -2.7676 1.1961 -1.2558 1.4651 1.6386 -0.2844
C -3.9734 3.7973 0.3040 0.0610 1.0732 -0.0433 -0.3376
C 2.9636 1.9924 -1.8455 -0.0508 0.0422 0.0179 -0.2601
C 4.1489 2.5479 -2.2808 0.0164 0.0033 0.0009 -0.9883
C 1.2174 1.0849 5.1188 0.0937 -0.0664 -0.0202 -1.0604
C -5.4004 5.3152 1.6641 0.0003 0.0277 0.0543 -1.5722
C -1.7212 -4.6135 -0.2986 0.0978 0.0909 0.0053 -1.4384
C -4.5265 -1.5627 1.9172 -0.2863 -0.5546 -0.4232 -0.8004
C -3.7798 -0.3794 1.6680 -1.9785 -0.7813 1.1735 -0.0750
C -2.4687 1.9300 0.1832 -0.1327 0.8507 0.3043 -1.1976
C -5.3323 4.4578 0.3878 0.0068 -0.1506 0.0927 1.6437
C 0.2186 5.3488 -1.3322 0.0006 -0.0704 -0.0893 -1.4548
C 5.3521 2.1654 -1.6915 -0.0466 -0.0207 0.0261 1.0313
C 6.6652 2.7093 -2.1493 0.0351 0.0244 -0.0176 -1.4530
C -1.2992 2.9014 -0.0726 -0.1782 -0.3619 -0.1618 0.8599
C -1.5188 4.3308 0.1573 0.0754 -0.0184 -0.1554 -0.2830
C 4.0556 0.7111 -0.2859 -0.0385 -0.0771 -0.0294 -0.5982
C -3.3973 -2.8635 0.1696 1.8371 0.8775 -1.4519 -0.3592
H -6.5013 2.8369 -0.4943 0.0019 -0.0040 -0.0090 0.3962
H 7.2966 2.9717 -1.3010 0.0073 -0.0051 -0.0004 0.3952
H -5.2832 4.7036 2.5605 0.0023 -0.0059 0.0001 0.3553
H 6.1747 0.8749 -0.1685 0.0068 0.0027 0.0011 0.5005
H -3.0972 -4.7770 -2.6582 -0.0086 -0.0105 -0.0064 0.4953
H -0.4858 -1.4965 -4.3260 0.0081 -0.0089 0.0191 0.3790
H -5.1815 -4.9098 -0.3543 -0.0152 -0.0083 -0.0262 0.4879
H -5.6127 -1.3562 5.1094 0.0762 0.0534 0.1090 0.4626
H -6.9718 -2.9632 2.0656 -0.0150 -0.0002 -0.0376 0.4699
H -7.4176 3.9564 0.5005 0.0059 -0.0007 -0.0063 0.4688
H -3.9997 -5.5525 0.8082 0.0003 0.0001 0.0205 0.4241
H 2.0221 2.2816 -2.2978 -0.0032 0.0017 -0.0137 0.3684
H -3.0329 5.7507 0.3826 0.0171 0.0022 0.0399 0.5175
H -3.9501 0.4983 2.2733 0.1193 0.0241 0.2279 1.1365
H 0.1352 1.1493 5.2089 -0.0113 -0.0230 0.0245 0.3986
H -5.9688 0.6597 2.8058 0.0333 0.0637 0.0230 0.3759
H -5.4167 4.7770 -1.7748 -0.0116 0.0005 -0.0101 0.3594
H -1.4686 7.1439 -0.2422 -0.0098 -0.0060 -0.0081 0.4137
H 1.6010 5.5269 1.0036 -0.0167 0.0163 -0.0106 0.5287
H -4.6548 6.1093 1.6862 0.0071 0.0036 -0.0021 0.3342
H -7.2513 -2.6199 3.7657 -0.0135 -0.0231 0.0016 0.4456
H -3.9778 -6.0843 -0.8621 -0.0029 -0.0071 0.0123 0.4381
H -4.6376 1.7787 0.2597 -0.0415 -0.0774 -0.1170 1.1271
H 1.5740 0.0516 5.1397 -0.0411 -0.0243 0.0120 0.3643
H -1.2618 6.7358 1.4719 0.0122 -0.0079 0.0156 0.4584
H -0.9592 -3.9517 -0.7015 -0.0219 0.0066 0.0174 0.2173
H 4.1347 3.2728 -3.0835 0.0004 0.0033 -0.0058 0.4406
H 7.1976 1.9489 -2.7246 -0.0007 -0.0017 0.0011 0.3225
H -0.5583 5.6219 -2.0475 -0.0010 0.0099 -0.0042 0.3453
H -4.8651 -3.6306 1.4661 0.0189 -0.0674 0.0953 0.7159
H -6.4925 5.8075 -0.8300 -0.0097 -0.0191 0.0352 0.4749
H -7.0019 -0.3347 1.7606 -0.0070 -0.0092 -0.0257 0.3619
H 3.8731 2.0980 4.1147 0.0229 -0.0242 0.0177 0.5410
H 0.9986 6.1088 -1.3855 -0.0035 0.0105 0.0276 0.4930
H -5.9114 -3.6534 3.3127 0.0169 -0.0163 0.0027 0.4688
H -1.5968 -5.5980 -0.7494 -0.0295 -0.0162 -0.0245 0.5340
H -1.5650 -4.7185 0.7761 -0.0034 -0.0108 0.0035 0.3104
H 1.7137 1.7032 5.8666 0.0101 0.0164 0.0016 0.4578
H 6.5405 3.5848 -2.7820 0.0000 -0.0004 -0.0018 0.3804
H 1.0900 -0.6981 -4.6730 -0.0169 -0.0210 -0.0075 0.4012
H -6.3872 2.7664 1.2788 -0.0133 0.0027 0.0234 0.3750
H 0.0888 7.3586 0.5303 -0.0028 -0.0028 -0.0065 0.4483
H 0.3846 4.9019 2.1109 -0.0138 -0.0371 0.0015 0.3652
H -7.2786 -0.2798 3.5001 -0.0309 0.0839 -0.0064 0.5262
H -4.7759 6.1679 -0.8855 0.0074 -0.0011 -0.0062 0.3605
H 0.6513 4.3969 -1.6355 -0.0067 0.0076 0.0009 0.1200
H 3.5948 0.5077 3.2546 0.0621 -0.0057 0.0405 0.2579
H 1.1057 3.8421 0.8635 0.0024 -0.0079 -0.0096 0.0785
H 3.9862 -0.0498 0.4819 0.0056 -0.0252 -0.0092 0.6260
H -4.1800 -2.1874 4.5010 0.0069 -0.0121 -0.0302 0.3806
H -2.6015 -3.0960 -2.4832 0.0099 0.0055 0.0472 0.1815
H -4.3079 -0.4198 4.3780 0.0335 0.0455 0.0079 0.3584
H 3.6238 2.0633 2.3328 0.0345 -0.0022 0.0016 0.2326
H -6.3782 5.7940 1.7125 -0.0042 -0.0096 -0.0119 0.4906
H -4.3170 -3.5404 -2.3761 -0.0069 0.0013 0.0209 0.4093
```
Forces are in eV/Å.

Calculated values
- Molar mass: 1121.8 g mol⁻¹
- Charge: +3
- ⟨S²⟩: 1.807
- Electronic energy: -4128.08337 a.u.
- Spin multiplicity: 2
- ΔE to the lowest compared entry with this formula, charge and spin: 24.7 kcal/mol



2.
Formula: C37H55N7O13
Source: the Open Molecules 2025 dataset
Level of theory: ωB97M-V with the def2-TZVPD basis set

```
112
Properties=species:S:1:pos:R:3:forces:R:3:mulliken_charge:R:1
O 5.4450 43.8400 11.2570 -3.8031 3.0599 -6.9747 -0.6994
O 1.7480 42.1130 4.0540 -2.1931 2.0889 5.6300 -0.3015
O 2.8730 41.2380 14.3530 -0.4752 2.6625 -3.5281 -0.7327
O 2.7930 39.1410 1.9710 -4.4963 -3.3474 -3.5396 -0.5841
O 10.2470 41.3970 3.7970 -2.6964 0.2751 0.7226 -0.5944
O 6.5490 42.3340 12.2200 -0.0495 -0.2418 -0.1822 -0.6766
O 3.7430 43.5720 8.1690 -0.4322 -0.0343 0.7735 0.1251
O 5.9990 43.7750 8.2920 -0.5778 -0.0160 1.8376 0.0865
O 4.2030 38.9970 3.6370 -1.9261 0.9010 -2.1796 -0.5986
O 8.3060 42.3830 4.0260 -2.0998 0.6906 -1.0843 -0.5457
O 2.2300 46.9010 12.4690 -0.9882 1.6405 -1.9955 -0.5744
O 5.0080 43.3920 6.3010 -0.1331 0.3418 2.7727 -0.4413
O 9.4510 47.7510 8.6580 0.1901 0.5943 0.5965 -0.5837
N 3.5670 39.5620 2.6820 6.5592 3.7293 5.3120 1.0844
N 9.2000 41.7420 4.4390 5.6199 -0.6093 1.3338 0.9617
N 1.2420 42.5790 5.1580 1.7227 -4.4147 -6.2356 1.2682
N 5.9230 43.3880 12.1760 4.2103 -2.8333 6.3063 1.1813
N 1.7140 47.0310 10.2370 0.6449 -1.9693 2.1475 0.2874
N 2.8020 41.2310 12.1190 -0.1500 0.6895 -5.8330 0.3490
N 8.4160 47.1480 6.7330 -0.2323 2.3237 -1.1351 0.0728
C 3.8620 43.2670 0.9640 2.0107 -0.3845 2.2319 -0.4914
C 0.0330 43.6200 7.5140 -0.8434 -4.0391 -5.1817 -2.0550
C 8.1950 41.4930 8.3490 0.6308 0.3872 -1.9796 -0.3170
C 10.4930 40.7100 6.5680 0.4426 2.2176 1.5119 -0.3852
C 2.7310 39.8040 12.0100 -5.6201 2.9180 8.5380 -1.4235
C -0.3940 40.7610 5.7140 0.1265 1.0150 1.9005 -1.9366
C 8.2200 45.7320 7.1170 2.0242 2.6842 1.9686 -0.2330
C 1.2730 47.8130 9.0880 3.1607 2.7230 5.4060 -0.3820
C 4.3950 45.6290 15.0220 4.7875 -2.0186 -2.2961 -0.6622
C 8.2000 42.0050 6.9250 1.5890 -4.0100 -1.6641 0.6735
C 10.5040 40.4410 8.0510 -4.2228 2.3782 -1.3309 -0.4583
C 0.8840 43.9680 5.1200 -3.1898 -0.1304 2.9235 2.0566
C 2.6490 41.9830 10.8300 3.1373 1.9892 -0.2152 -1.0402
C 2.4540 45.7600 10.0310 0.8203 -2.4269 -0.9587 1.3408
C 0.6070 42.2120 7.5890 4.5616 4.2141 -4.5196 -1.0329
C -0.5980 44.0800 4.5340 -1.7991 0.6199 5.4636 -1.8543
C 4.7510 41.8810 3.3930 -0.5329 -0.5354 -1.7877 0.0723
C 2.8130 41.8880 13.2210 1.1719 -1.8051 7.2650 0.0908
C 0.8700 41.5090 6.1800 -0.5234 -0.4374 2.0124 1.5831
C 4.8360 43.5650 7.5880 0.5104 -0.3268 -3.4439 -0.3691
C 4.8240 43.9370 2.0050 -0.5901 -1.5161 -1.5289 -0.2822
C 5.2100 43.2990 3.1710 -0.9219 -1.0734 0.5942 0.2744
C 0.7880 44.4280 6.5640 4.4247 0.2707 0.6572 -1.1293
C 4.7200 45.0930 13.6230 4.1946 -2.9554 4.3334 0.6217
C 8.9840 48.0970 7.5920 -0.6416 -9.2846 1.3741 -0.0962
C 6.5570 44.4100 16.0050 -4.9058 0.9028 -9.3015 -0.5723
C 9.3560 41.5580 5.8910 -0.9948 -1.9500 7.1637 -0.0464
C 3.9550 40.9920 2.4390 1.1183 7.0225 -0.6837 -0.3150
C 9.3140 40.8170 8.8690 0.8020 -0.3025 -2.6866 -0.4387
C 2.0220 40.5180 6.3630 1.6705 0.8179 2.6624 -1.2633
C 8.0230 47.5950 5.3300 1.8653 -2.1649 1.6908 -0.6623
C 3.4010 41.8180 1.1700 1.4963 0.2441 0.5735 -0.3116
C 1.7980 44.7440 4.3700 7.6486 -7.0741 0.1522 -2.6251
C 5.8640 44.1320 13.3990 -0.0368 1.8483 6.9132 0.0692
C 6.9100 43.7440 14.6330 -9.2337 7.3935 2.0606 -0.8687
C 1.7460 47.5290 11.4870 0.1306 -0.5949 2.7841 0.0743
C 5.3320 45.3470 16.0750 1.7122 -3.4219 -4.9768 -0.4240
H -0.7170 39.9850 6.3950 0.5975 -0.1693 0.4356 0.4210
H 3.0690 43.0680 10.7940 -1.0886 -1.6644 1.0298 -0.2225
H 0.3850 48.2940 9.4650 -0.1105 0.8684 -0.7742 0.4040
H 1.2350 48.5530 11.6970 0.7414 -1.4141 -0.8142 0.2530
H 3.2010 39.3600 11.3610 4.4264 -3.5221 -8.1837 0.5614
H -0.9780 45.1150 4.6260 1.0280 -0.1954 -0.8181 0.3780
H 7.6520 48.6390 5.3650 -1.0134 -1.1821 -0.4696 0.3183
H 2.8190 44.8590 4.8830 -1.3612 -0.4825 -0.5758 0.2204
H 9.0590 45.1800 6.7150 0.7501 -0.4230 0.8109 0.3649
H 1.1450 47.1360 8.4110 -1.2389 -3.4859 -4.6550 -0.3046
H 8.1350 45.8570 8.2590 0.1710 -1.3091 -1.8244 0.2151
H 1.5770 42.3530 8.1140 0.0601 -0.0063 -0.9471 -0.6715
H 3.7600 46.4710 15.1120 -1.0763 0.2190 0.0788 0.4290
H 5.8030 43.8250 9.2910 0.0681 -0.1513 -2.1718 0.1555
H 2.7650 41.1620 0.3720 1.6154 2.1272 2.0354 0.2455
H 1.9970 44.5330 3.3380 0.1273 -1.3576 -0.5410 0.5129
H 7.0650 44.3430 16.8500 2.5913 -0.7473 3.3844 0.5349
H 2.2450 48.3470 8.9600 -1.4931 0.8661 -1.1645 0.3675
H 11.2180 40.0540 8.7710 0.8939 -0.3934 -1.3274 0.3399
H -0.3970 40.3740 4.7780 1.0127 -1.5145 -2.9750 0.5197
H -1.2240 41.3830 5.6410 -1.5440 1.6402 0.3410 0.4426
H 3.7960 44.1250 0.1350 -0.8163 -3.0250 1.1823 0.2415
H 0.5320 45.4370 6.6380 -1.0347 1.7346 -0.5387 0.8646
H 5.8220 43.9420 3.9870 -1.4692 -2.3397 -1.8158 -0.0879
H 1.7100 44.8390 9.7090 1.7764 2.5080 0.3997 -0.5683
H -0.5210 43.6370 3.6510 -0.4515 -1.3703 -4.2444 0.6443
H 7.2260 42.1970 6.3890 1.0770 0.6905 1.0304 -0.1406
H 2.4090 39.9380 5.5530 -1.1645 -1.3241 -0.6874 0.4675
H 2.9880 45.2720 10.9900 -1.3684 1.9444 -2.1629 -1.2214
H 1.7700 41.9850 10.2630 -2.4317 -0.1482 0.4117 0.7326
H 7.4360 45.2950 6.5990 -2.2678 -0.3934 -0.4107 -0.2496
H 5.4260 44.8990 1.7990 -1.7539 -1.3248 -0.1157 0.2954
H -1.4900 43.6160 5.1750 2.3675 0.1397 -1.2188 0.2852
H 8.8880 47.6130 4.6850 0.9817 0.5767 -0.0102 0.3368
H 2.9270 42.9900 13.2280 -0.4222 -0.4628 -0.4109 0.4265
H 2.9480 41.1270 6.3810 -0.2676 0.2507 1.0607 0.0969
H -0.9940 43.6710 7.3190 -1.7772 -0.1579 -0.0748 0.4132
H 3.2790 41.6960 9.9890 0.9106 -1.1539 0.4957 0.3201
H 9.2220 40.4480 9.8920 0.3542 0.1781 -0.2047 0.3846
H 7.6290 43.0910 14.5970 3.9062 -3.5059 -0.7784 0.5987
H 5.1590 41.4910 4.3210 -0.3626 -0.4115 -0.0991 0.4541
H 1.9130 39.9810 7.4630 0.2491 1.1652 -3.2119 0.2147
H 7.3150 41.5180 9.0780 1.0569 0.6556 -1.6866 0.2439
H 0.1660 41.6790 8.2410 -3.9730 -4.5107 3.9520 1.6483
H 0.2610 44.0940 8.3000 0.9380 3.0534 6.7846 0.9819
H 1.8630 44.5240 7.0610 -1.4950 -0.6751 -1.3884 -0.2955
H 3.2120 39.3110 12.8450 -0.0383 0.5487 1.0073 0.4604
H 1.6660 39.4980 12.1360 0.6496 -0.0744 -0.5902 0.3714
H 5.1760 45.7800 16.9690 -0.5410 1.4641 3.0375 0.4716
H 8.9650 48.9950 7.2700 -0.1241 6.6870 -2.4770 0.4902
H 7.6900 46.5850 4.9500 -1.7139 1.8392 -0.1172 0.0289
H 1.4770 45.5710 4.2330 -4.3627 10.8453 -0.7616 1.0359
H 3.2960 45.9260 9.1920 -2.0123 -0.6361 1.7890 0.1531
H 4.1390 45.1420 12.7810 -1.7459 0.9163 -1.6104 -0.1175
H 11.5590 40.6000 6.1090 -2.5051 -0.1114 0.2200 0.2687
```
Forces are in eV/Å.

Calculated values
- Molar mass: 805.9 g mol⁻¹
- Electronic energy: -2803.10133 a.u.
- ΔE to the lowest compared entry with this formula, charge and spin: 130.3 kcal/mol



The lowest molar mass belongs to which entry? C37H55N7O13



What is the formula in the first record? C37H55Cl2F6N2O3PbSSb



Number 1 is which compound? C37H55Cl2F6N2O3PbSSb